Formula: C3H8O
Source: the OMol25 dataset
Level of theory: the ωB97M-V functional and the def2-TZVPD basis

LUMO level: 0.883 eV
SMILES: C=O.CC
Relative energy (zero: lowest compared OMol25 entry of this formula, charge and spin): 26.3 kcal/mol
Highest occupied orbital energy: -10.3 eV
E_tot: -194.29402 a.u.

Last column: Mulliken charge in e.
Element x y z (Å)
C: 0.133509 -3.126824 -0.711935  -0.11
O: 1.054743 -2.607731 -0.142469  -0.37
H: -0.900440 -2.826215 -0.500187  0.23
H: 0.382366 -3.906309 -1.445698  0.25
C: 0.380062 1.914655 -0.155340  -0.77
C: -0.537379 1.266790 0.872763  -0.78
H: 1.080595 1.155742 -0.529836  0.23
H: 0.975851 2.726404 0.248938  0.28
H: -0.138935 2.161066 -1.081466  0.26
H: -1.528306 1.053282 0.465355  0.26
H: -0.157385 0.312635 1.232106  0.22
H: -0.744683 1.876506 1.747767  0.30

Forces on atoms 1 to 6 (eV/Å):
0.90 0.09 0.14
-0.09 0.26 0.24
-0.22 -0.15 -0.17
-0.59 -0.18 -0.21
0.41 -1.09 -0.54
-0.68 -0.21 0.17

***

Formula: C6H12N2O3S
Source: the OMol25 dataset
Level of theory: the ωB97M-V functional and the def2-TZVPD basis

LUMO level: 0.611 eV
SMILES: C[C@@H]([C@@H]1C=NCN1C)S(=O)(=O)O
Relative energy (zero: lowest compared OMol25 entry of this formula, charge and spin): 54.7 kcal/mol
Highest occupied orbital energy: -9.3 eV
E_tot: -969.20691 a.u.

Last column: Mulliken charge in e.
Element x y z (Å)
C: -1.379786 -2.199293 -0.113934  -1.61
C: -0.949871 -0.844895 0.410393  0.03
C: 0.413542 -0.396213 -0.242491  -0.06
C: 1.641315 -1.319990 -0.282041  -0.22
N: 2.747574 -0.804917 0.060477  -0.57
C: 2.441811 0.508699 0.579323  -0.60
N: 1.006719 0.802269 0.361114  0.05
C: 0.816496 2.016188 -0.419012  -1.32
S: -2.247230 0.336415 -0.036833  1.18
O: -3.522421 -0.269316 0.117982  -0.67
O: -1.949414 0.969029 -1.288085  -0.62
O: -2.114052 1.412092 1.143355  -0.49
H: -2.383335 -2.422454 0.237992  0.47
H: -1.400718 -2.177598 -1.201077  0.38
H: -0.697724 -2.979297 0.214938  0.41
H: -0.896288 -0.816641 1.495883  0.42
H: 0.141069 -0.207481 -1.297754  0.34
H: 1.598623 -2.314589 -0.689920  0.47
H: 3.083215 1.256245 0.101840  0.38
H: 2.663964 0.511257 1.654033  0.31
H: -0.219038 2.088442 -0.749360  0.56
H: 1.069578 2.875370 0.203543  0.28
H: 1.452322 2.036126 -1.319260  0.47
H: -1.316341 1.940556 1.058896  0.40

Forces on atoms 1 to 6 (eV/Å):
-0.23 -0.04 0.02
1.17 0.00 -0.53
-0.04 0.32 -0.09
-0.42 0.03 -0.01
-0.96 -0.22 0.14
-0.01 0.45 0.57

***

Formula: C34H28N2OPS5Zn
Source: the OMol25 dataset
Level of theory: the ωB97M-V functional and the def2-TZVPD basis

Net charge: +1
LUMO level: -3.342 eV
Relative energy (zero: lowest compared OMol25 entry of this formula, charge and spin): 20.0 kcal/mol
Highest occupied orbital energy: -10.4 eV
E_tot: -5608.76173 a.u.

Last column: Mulliken charge in e.
Element x y z (Å)
Zn: 0.263267 0.481571 -0.109437  -0.46
S: 3.098503 4.591737 -3.232486  -0.13
C: 3.536739 5.746399 -4.408316  -0.40
C: 2.460224 6.171502 -5.121866  -0.56
C: 1.256733 5.542660 -4.709623  -0.45
C: 1.433994 4.654385 -3.686805  0.28
C: 0.421016 3.829976 -3.018241  0.90
C: 0.793332 2.815964 -2.118738  -0.62
N: -0.068442 2.031636 -1.509024  -0.06
C: -1.387398 2.183736 -1.745091  0.17
C: -1.871635 3.193318 -2.580140  0.73
C: -3.292451 3.351580 -2.735702  -1.12
C: -4.150972 2.531242 -2.097397  -1.02
C: -3.674165 1.455356 -1.268609  0.82
C: -4.528766 0.571977 -0.596812  -0.62
C: -4.018418 -0.464092 0.158965  0.75
C: -2.617781 -0.597198 0.188638  -0.61
N: -1.791425 0.235630 -0.405359  0.02
C: -2.299805 1.269848 -1.116907  -0.21
C: -4.869153 -1.393021 0.907528  0.36
C: -6.233737 -1.473469 0.911848  -0.55
C: -6.733027 -2.471642 1.785827  -0.58
C: -5.737751 -3.132175 2.438067  -0.43
S: -4.198344 -2.548687 2.002179  0.00
C: -0.932831 4.013365 -3.218805  -0.51
H: 4.567628 6.054698 -4.501852  0.43
H: 2.519645 6.904461 -5.915048  0.39
H: 0.298267 5.748938 -5.169374  0.34
H: 1.838986 2.657812 -1.874248  0.42
H: -3.657448 4.150659 -3.369290  0.44
H: -5.221115 2.662952 -2.204593  0.44
H: -5.600435 0.717146 -0.677588  0.40
H: -2.164662 -1.435181 0.703567  0.49
H: -6.876819 -0.850590 0.302410  0.35
H: -7.783774 -2.685735 1.923150  0.40
H: -5.828770 -3.931601 3.158059  0.44
H: -1.287469 4.804842 -3.868446  0.41
C: 1.709415 -2.590475 -3.265639  -1.00
S: 1.935462 -0.931983 -2.645452  0.46
C: 3.557011 -1.151801 -1.928677  -0.75
O: 0.980784 -0.848805 -1.476972  -0.14
H: 1.619603 -3.249690 -2.400937  0.25
H: 2.560484 -2.858758 -3.891611  0.43
H: 0.792358 -2.598340 -3.851410  0.36
H: 4.251976 -1.387523 -2.736498  0.51
H: 3.511605 -1.954468 -1.192304  0.05
H: 3.839331 -0.215246 -1.451623  0.29
S: -0.734801 0.030277 2.842892  -0.34
P: 1.126396 -0.515756 2.549119  1.15
S: 2.131360 0.735359 1.274022  -0.62
C: 2.084137 -0.637289 4.081621  0.71
C: 3.241984 0.096481 4.301286  -0.43
C: 3.935262 -0.051225 5.496727  -0.63
C: 3.472978 -0.928290 6.463837  -0.45
C: 2.310690 -1.661776 6.246975  -0.66
C: 1.614562 -1.517807 5.058290  -0.54
C: 1.246474 -2.205348 1.866193  0.73
C: 2.478111 -2.675039 1.409533  -0.96
C: 2.598763 -3.980009 0.960770  -0.62
C: 1.489080 -4.821781 0.954226  -0.53
C: 0.263962 -4.358496 1.408292  -0.69
C: 0.144202 -3.051165 1.871208  -0.27
H: 3.593913 0.785759 3.542782  0.28
H: 4.836920 0.522335 5.671038  0.40
H: 4.015373 -1.041239 7.394967  0.38
H: 1.945351 -2.341737 7.006281  0.39
H: 0.701709 -2.077362 4.888067  0.35
H: 3.336955 -2.012675 1.426579  0.51
H: 3.559147 -4.351314 0.623070  0.45
H: 1.587399 -5.844461 0.609921  0.42
H: -0.598210 -5.015053 1.414736  0.45
H: -0.801483 -2.685298 2.258244  0.40

Forces on atoms 1 to 6 (eV/Å):
0.29 0.05 0.08
-0.02 -0.03 0.05
0.05 0.00 0.03
-0.06 0.03 -0.06
-0.09 0.11 -0.11
0.09 -0.05 0.05

***

Formula: C4H9N3S
Source: the OMol25 dataset
Level of theory: the ωB97M-V functional and the def2-TZVPD basis

LUMO level (spin up / spin down): 0.048 / 0.048 eV
SMILES: [H]/N=N/C(=S)N(C)CC
Relative energy (zero: lowest compared OMol25 entry of this formula, charge and spin): 72.0 kcal/mol
Highest occupied orbital energy (spin up / spin down): -8.3 / -8.3 eV
E_tot: -720.15861 a.u.

Last column: Mulliken charge in e.
Element x y z (Å)
H: -1.909852 2.875653 -0.535871  0.24
N: -1.718627 1.956914 -0.135594  -0.37
N: -1.371929 1.119707 -1.067411  -0.09
C: -1.161311 -0.331622 -0.628750  0.35
S: -2.515024 -1.202147 -1.191440  -0.32
N: -0.178984 -0.677378 0.084338  0.12
C: -0.055456 -2.055072 0.537987  -0.91
C: 0.711615 0.286180 0.665097  -0.69
C: 1.567432 0.915462 -0.401576  -1.05
H: 0.495574 -2.070818 1.464617  0.35
H: -1.135756 -2.323578 0.653420  0.34
H: 0.489808 -2.803529 -0.105064  0.23
H: 1.272663 -0.042129 1.515010  0.49
H: 0.055430 1.107252 1.197427  0.31
H: 2.396425 1.566804 -0.162506  0.38
H: 2.130444 0.098559 -0.902928  0.26
H: 0.927556 1.579737 -0.986755  0.35

Forces on atoms 1 to 6 (eV/Å):
0.04 -0.13 -0.76
1.13 -3.69 -1.73
-0.32 1.86 2.72
-5.36 2.29 -2.48
1.58 0.42 0.46
2.96 -1.44 1.66

***

Among the records above, which one has the highest relative energy (zero: lowest compared OMol25 entry of this formula, charge and spin)? C4H9N3S

***

Look up the relative energy (zero: lowest compared OMol25 entry of this formula, charge and spin) of the fourth one. 72.0 kcal/mol

***

E_tot of number 1 (C3H8O)? -194.29402 a.u.

***

Which value of E_tot does entry 3 give? -5608.76173 a.u.